# 1
125
Properties=species:S:1:pos:R:3:forces:R:3:mulliken_charge:R:1 method="wB97M-V/def2-TZVPD" total_charge=-2
Cs 3.006890 -0.488611 -0.188204 0.9 0.0 -0.1 1.673
C 3.097020 -1.289996 3.901818 0.2 0.0 0.0 -1.114
O 2.513692 -0.583785 2.826205 -0.1 -0.1 0.0 -0.394
C 1.134908 -0.454801 2.836843 -0.1 -0.1 0.1 0.264
C 0.290949 -1.562858 2.934744 -0.1 -0.1 0.0 0.424
C 0.745845 -3.018793 2.816555 0.0 0.0 -0.1 -1.002
C 0.072836 -3.647363 1.614299 0.0 -0.1 0.1 -0.775
C -1.122215 -4.327669 1.721251 -0.1 0.1 0.0 -0.324
C -1.872478 -4.726521 0.607258 0.1 0.0 0.0 -0.138
C -1.368057 -4.346135 -0.633405 0.0 0.0 0.0 -0.264
C -0.175414 -3.651147 -0.793409 0.0 0.0 0.0 -0.862
C 0.214756 -3.066124 -2.133610 0.0 0.0 0.0 -1.713
C -0.523271 -1.754161 -2.405722 0.1 -0.1 0.0 1.040
C -1.916732 -1.730665 -2.354586 -0.1 0.0 0.0 -0.508
C -2.653635 -0.557787 -2.432787 0.0 0.0 0.0 -0.146
C -1.942024 0.639193 -2.516881 0.0 0.0 -0.1 -0.584
C -0.558696 0.666903 -2.603820 -0.1 0.0 0.0 -0.154
C 0.160559 1.998109 -2.633815 0.0 0.0 0.0 -1.109
C 0.239585 2.729158 -1.303663 0.0 0.1 -0.1 -0.072
C 0.107875 4.108832 -1.250002 0.0 0.0 0.0 -0.301
C 0.328488 4.846191 -0.084806 0.0 -0.1 0.0 -0.134
C 0.753784 4.122069 1.035500 0.0 0.0 0.1 -0.563
C 0.898544 2.748884 1.035570 0.0 0.0 0.0 -0.602
C 1.463378 2.003713 2.229842 0.0 0.1 0.0 -0.948
C 0.614902 0.819565 2.638007 -0.2 0.2 0.0 0.445
C -0.759854 1.000129 2.693919 0.0 0.0 0.0 -0.387
C -1.631310 -0.059491 2.885317 0.0 0.1 0.0 -0.434
C -1.077770 -1.326136 2.993274 0.0 -0.1 0.0 -0.224
C -3.146663 0.092039 2.781786 0.0 0.0 0.0 3.175
C -3.591911 -0.583851 1.478209 0.0 0.0 0.0 -0.983
C -3.580622 1.557740 2.741288 0.0 0.0 0.0 -2.578
C -3.841900 -0.585206 3.968876 0.0 0.0 0.0 -2.013
C 0.565311 1.986908 -0.131471 -0.2 -0.1 0.0 0.479
O 0.584437 0.714038 -0.125459 0.1 0.2 0.0 -0.899
C 0.162074 6.361501 0.002274 0.0 0.0 0.0 2.239
C -0.869004 6.714840 1.084770 0.0 0.0 0.0 -1.723
C 1.501205 7.022598 0.361557 0.0 0.0 0.0 -1.680
C -0.320079 6.967476 -1.316779 0.0 0.0 0.0 -2.180
C 0.131381 -0.546673 -2.616284 -0.1 0.0 0.0 0.500
O 1.512002 -0.515890 -2.751702 -0.2 -0.1 0.0 -0.173
C 1.944477 -0.986520 -4.009539 0.0 0.0 -0.1 -1.088
C -4.183872 -0.587262 -2.488884 0.0 0.0 0.0 2.816
C -4.766450 -1.808479 -1.766334 0.0 0.0 0.0 -1.794
C -4.793798 0.670345 -1.858139 0.0 0.0 0.0 -1.898
C -4.609417 -0.655642 -3.963184 0.0 0.0 0.0 -2.131
C 0.663288 -3.388198 0.333009 0.1 0.0 0.0 1.410
O 1.849700 -2.924287 0.238074 -0.4 -0.1 -0.1 -1.036
C -3.204760 -5.447430 0.794378 0.0 0.0 0.0 2.517
C -3.854408 -5.811028 -0.541398 0.0 0.0 0.0 -1.929
C -3.001923 -6.744954 1.589828 0.0 0.0 0.0 -1.993
C -4.183706 -4.543182 1.560707 0.0 0.0 0.0 -1.286
H 2.361593 -1.541006 4.668974 0.0 0.0 0.0 0.370
H 3.873498 -0.659171 4.345186 0.0 0.0 0.0 0.283
H 3.556208 -2.214297 3.541501 0.0 0.0 0.0 0.290
H 0.477089 -3.563500 3.728135 0.0 0.0 0.0 0.467
H 1.823767 -3.076357 2.681005 -0.1 0.0 0.0 0.131
H -1.508559 -4.517594 2.722293 0.0 0.0 0.0 0.324
H -1.934356 -4.578032 -1.530974 0.0 0.0 0.0 0.538
H -0.003259 -3.775059 -2.940727 0.0 0.0 0.0 0.646
H 1.290512 -2.897668 -2.113177 0.0 0.0 0.0 0.580
H -2.423532 -2.672468 -2.202066 0.0 0.0 0.0 -0.126
H -2.454836 1.594105 -2.497053 0.0 0.0 0.0 0.347
H -0.336260 2.652963 -3.357253 0.0 0.0 0.0 0.438
H 1.176302 1.834184 -3.004065 0.0 0.0 0.0 0.434
H -0.166586 4.619228 -2.168897 0.0 0.0 0.0 0.404
H 0.994073 4.655208 1.954506 0.0 0.0 0.0 0.340
H 1.554744 2.704898 3.067759 0.0 0.0 0.0 0.325
H 2.478408 1.666273 2.010863 0.0 0.0 0.0 0.520
H -1.131171 1.997490 2.494718 0.0 0.0 0.0 0.547
H -1.727110 -2.192814 3.025278 0.0 0.0 0.0 -0.067
H -3.077941 -0.139632 0.621900 0.0 0.0 0.0 -0.174
H -4.674110 -0.479458 1.339343 0.0 0.0 0.0 0.795
H -3.341860 -1.647338 1.484916 0.0 0.0 0.0 -0.453
H -3.193023 2.065954 1.857075 0.0 0.0 0.0 0.287
H -3.236513 2.100839 3.624793 0.0 0.0 0.0 0.470
H -4.672447 1.613057 2.707921 0.0 0.0 0.0 0.536
H -3.597078 -1.646380 4.023545 0.0 0.0 0.0 0.194
H -4.928315 -0.495238 3.872644 0.0 0.0 0.0 0.480
H -3.538478 -0.119464 4.909876 0.0 0.0 0.0 0.462
H -0.566835 6.325820 2.058106 0.0 0.0 0.0 0.300
H -1.839596 6.277670 0.840938 0.0 0.0 0.0 0.358
H -0.986625 7.800828 1.171899 0.0 0.0 0.0 0.459
H 1.883999 6.647716 1.311739 0.0 0.0 0.0 0.315
H 1.389394 8.109534 0.442935 0.0 0.0 0.0 0.457
H 2.248413 6.804992 -0.403883 0.0 0.0 0.0 0.358
H -1.281912 6.548160 -1.619114 0.0 0.0 0.0 0.398
H 0.395715 6.791101 -2.121869 0.0 0.0 0.0 0.371
H -0.440266 8.048794 -1.201677 0.0 0.0 0.0 0.448
H 1.510322 -0.387358 -4.818361 0.0 0.0 0.0 0.276
H 1.667148 -2.033839 -4.163280 0.0 0.0 0.0 0.322
H 3.029929 -0.895215 -4.028793 0.0 0.0 0.0 0.305
H -4.411648 -1.869213 -0.737702 0.0 0.0 0.0 0.107
H -4.508338 -2.743025 -2.266939 0.0 0.0 0.0 0.331
H -5.857733 -1.739699 -1.755344 0.0 0.0 0.0 0.600
H -4.449794 0.802253 -0.831123 0.0 0.0 0.0 0.228
H -5.884027 0.583071 -1.848766 0.0 0.0 0.0 0.486
H -4.542277 1.571010 -2.418363 0.0 0.0 0.0 0.433
H -4.210133 -1.556909 -4.433275 0.0 0.0 0.0 0.356
H -4.227695 0.207805 -4.512320 0.0 0.0 0.0 0.380
H -5.701061 -0.670519 -4.051473 0.0 0.0 0.0 0.500
H -3.200199 -6.447838 -1.140729 0.0 0.0 0.0 0.381
H -4.090712 -4.919099 -1.125972 0.0 0.0 0.0 0.090
H -4.788949 -6.350747 -0.361231 0.0 0.0 0.0 0.486
H -2.324741 -7.414238 1.054827 0.0 0.0 0.0 0.416
H -3.956004 -7.260885 1.743027 0.0 0.0 0.0 0.459
H -2.563662 -6.542659 2.567850 0.0 0.0 0.0 0.304
H -4.374858 -3.628466 0.994899 0.0 0.0 0.0 -0.032
H -3.774066 -4.253272 2.530549 0.0 0.0 0.0 0.252
H -5.139167 -5.052412 1.731509 0.0 0.0 0.0 0.564
O 6.197032 -1.562653 -1.088970 0.0 -0.1 0.0 -0.468
C 7.303449 -1.100209 -1.259757 0.0 0.1 0.0 -0.471
C 7.722860 0.297642 -1.197416 0.0 -0.1 0.0 1.004
C 9.061124 0.537651 -1.445959 0.0 0.0 0.0 -0.308
C 9.589732 1.817411 -1.421481 0.1 -0.1 0.1 -0.252
C 8.746412 2.917658 -1.137098 0.0 0.1 0.0 -0.268
C 7.428422 2.723581 -0.887919 0.0 -0.1 0.0 -0.713
C 6.807118 1.399979 -0.895855 0.1 0.0 0.0 -0.229
O 5.603155 1.248907 -0.666212 -0.1 0.0 0.0 -0.260
N 10.975287 2.020768 -1.683411 -0.3 0.1 -0.3 0.980
O 11.409163 3.171768 -1.679052 0.1 0.1 0.1 -0.684
O 11.681911 1.052402 -1.953479 0.1 -0.1 0.1 -0.682
H 8.149338 -1.786769 -1.499573 0.0 0.0 0.0 0.161
H 9.720750 -0.293690 -1.666704 0.0 0.0 0.0 0.380
H 9.180336 3.908303 -1.124782 0.0 0.0 0.0 0.444
H 6.770615 3.555585 -0.669690 0.0 0.0 0.0 0.425


# 2
The following is a quantum chemistry calculation of a molecular structure, C53H70GaN2P3SSi, from the OMol25 dataset.

XYZ file:
```
131
Properties=species:S:1:pos:R:3:forces:R:3:mulliken_charge:R:1
Ga -0.290910 0.991932 0.317026 0.0 0.2 0.5 1.684
C -0.938267 4.363124 0.860573 0.0 0.0 -0.1 -0.915
C 0.408589 4.749672 0.243940 0.0 -0.2 0.1 0.389
C 1.371979 5.279885 1.302194 0.0 0.1 -0.1 -1.078
P 1.085087 3.304638 -0.755674 0.4 0.5 0.1 0.948
C 1.717647 4.208863 -2.270239 -0.2 -0.3 0.0 0.509
C 0.521097 4.464866 -3.192019 0.1 -0.1 0.0 -1.602
C 2.498601 5.501046 -2.026735 0.0 -0.1 0.1 -1.843
C 2.622625 2.761630 0.081681 0.0 -0.1 -0.1 1.128
C 3.890201 2.903272 -0.484004 0.1 0.0 0.0 -1.351
C 5.011607 2.333981 0.097652 0.0 0.0 0.0 -0.789
C 4.879691 1.581700 1.255791 0.0 0.0 0.0 -0.909
C 3.633078 1.431434 1.833661 -0.1 0.0 0.0 -0.590
C 2.494054 2.021848 1.271115 0.3 0.1 0.3 -0.702
Si 0.964345 -1.516798 1.012483 -0.1 -0.4 0.1 0.536
C 2.075643 -2.731500 0.018229 -0.1 0.3 -0.3 0.456
C 2.720610 -3.810539 0.634408 -0.2 -0.1 0.0 -0.943
C 3.789908 -4.457412 0.040463 0.0 0.0 0.1 -1.122
C 4.224336 -4.058879 -1.212894 0.0 0.0 0.0 -0.757
C 3.562714 -3.042070 -1.880227 0.1 0.0 0.0 -0.242
C 2.495907 -2.367495 -1.288026 0.0 -0.1 0.2 -0.264
P 1.564132 -1.040212 -2.144780 0.0 -0.1 -0.5 0.840
C 0.345389 -2.074450 -3.139892 0.0 0.0 0.3 0.555
C 0.934330 -3.210189 -3.969253 0.0 0.1 0.0 -1.794
C -0.735352 -2.581607 -2.187665 0.1 0.2 0.0 -1.530
C 2.745999 -0.530489 -3.500279 -0.1 0.1 0.3 0.550
C 3.929915 0.182408 -2.852280 0.0 -0.1 -0.1 -1.758
C 2.035217 0.403645 -4.478568 0.0 -0.1 0.0 -1.636
C 0.360983 -2.644129 2.452383 0.1 0.3 0.0 0.796
C 1.201753 -3.191711 3.427684 0.0 0.0 0.1 -0.074
C 0.683004 -3.842806 4.534884 0.1 0.0 0.0 -1.106
C -0.691122 -3.923195 4.712647 -0.1 0.0 0.0 -0.887
C -1.543128 -3.359681 3.776896 0.1 -0.1 0.1 -0.338
C -1.026682 -2.730081 2.645858 0.0 0.0 0.0 -0.802
P -1.985896 -1.886499 1.343651 -0.2 -0.6 0.3 0.521
C -3.014520 -3.241547 0.555876 0.1 0.3 -0.1 0.919
C -3.933065 -2.569499 -0.469691 0.1 0.0 0.0 -1.402
C -3.773965 -4.227759 1.437544 0.1 0.1 0.0 -1.627
C -3.144146 -0.737441 2.273780 0.3 0.1 -0.2 0.922
C -2.277670 0.005493 3.295358 0.0 0.1 -0.1 -1.875
C -4.426486 -1.245340 2.926666 0.1 0.0 -0.1 -1.595
H -1.448932 5.248270 1.248932 0.0 0.0 0.1 0.543
H -0.788947 3.663951 1.683706 0.0 0.0 0.0 -0.434
H -1.587317 3.888899 0.119202 0.0 0.0 0.0 0.335
H 0.218614 5.533327 -0.496516 0.0 0.0 0.0 0.639
H 1.555833 4.521477 2.061989 0.0 0.0 0.1 -0.101
H 0.945834 6.154579 1.800028 0.0 0.0 0.0 0.459
H 2.330221 5.566392 0.868248 0.0 0.0 0.0 0.228
H 2.366354 3.487420 -2.777933 0.0 0.0 0.1 0.474
H -0.152548 5.206332 -2.755140 0.0 0.0 0.0 0.353
H -0.048168 3.549092 -3.358410 0.0 0.0 -0.1 0.232
H 0.859015 4.849953 -4.156997 0.0 0.0 0.0 0.472
H 1.824673 6.323015 -1.781374 0.0 0.0 0.0 0.382
H 3.046327 5.778270 -2.930629 0.0 0.1 0.0 0.417
H 3.216954 5.405442 -1.214314 0.0 0.1 0.0 0.358
H 4.029640 3.455761 -1.402271 -0.1 0.0 0.0 0.211
H 5.984230 2.476078 -0.356759 0.0 0.0 0.0 0.412
H 5.748351 1.116144 1.705119 0.0 0.0 0.0 0.413
H 3.513421 0.855391 2.744060 0.0 0.0 0.0 0.514
H 2.378692 -4.159239 1.599395 0.0 0.0 -0.1 0.679
H 4.286681 -5.269253 0.557014 0.0 0.0 0.0 0.411
H 5.071680 -4.549027 -1.675906 0.0 0.0 0.0 0.436
H 3.902938 -2.771675 -2.871756 0.0 0.0 0.0 0.280
H -0.107404 -1.337078 -3.808893 0.0 0.1 0.0 0.481
H 1.534726 -3.882765 -3.356101 0.0 0.0 0.0 0.291
H 1.555656 -2.834050 -4.783178 0.0 -0.1 0.0 0.376
H 0.126080 -3.798747 -4.411894 0.0 0.0 0.0 0.464
H -0.322331 -3.318997 -1.494145 0.0 0.0 0.0 0.359
H -1.556320 -3.057457 -2.732911 0.0 -0.1 0.0 0.672
H -1.137575 -1.745503 -1.610170 -0.1 -0.1 0.0 0.000
H 3.099021 -1.414326 -4.037247 0.0 0.1 0.0 0.466
H 3.583503 1.082912 -2.347868 0.0 0.1 0.1 0.163
H 4.668434 0.467253 -3.605972 0.0 0.0 0.0 0.619
H 4.423964 -0.443935 -2.107543 0.0 0.1 0.0 0.353
H 1.552765 1.221214 -3.939730 0.0 0.1 0.0 0.241
H 1.269624 -0.114638 -5.056726 0.0 0.0 0.0 0.339
H 2.754479 0.829876 -5.182391 0.0 0.0 0.0 0.457
H 2.276573 -3.075813 3.344382 0.0 0.0 0.0 0.486
H 1.349292 -4.282960 5.266756 0.0 0.1 0.0 0.438
H -1.097259 -4.404939 5.593202 0.0 0.0 0.0 0.456
H -2.610029 -3.407319 3.944965 0.0 0.0 0.0 0.300
H -2.253374 -3.813263 0.012448 0.0 0.0 0.0 0.132
H -4.712525 -1.994183 0.034473 0.0 0.0 0.0 0.232
H -4.418757 -3.318570 -1.099283 0.0 0.0 0.0 0.449
H -3.373974 -1.885881 -1.113382 -0.1 0.0 0.0 0.213
H -4.552867 -3.739893 2.021032 0.0 0.0 0.0 0.229
H -3.100621 -4.750998 2.114450 0.0 0.0 0.0 0.375
H -4.253370 -4.975903 0.800636 0.0 0.0 0.0 0.498
H -3.430210 -0.020618 1.493314 0.0 0.0 0.0 0.502
H -2.039495 -0.634724 4.145173 0.0 0.0 0.0 0.279
H -2.797775 0.889187 3.670646 0.0 0.0 0.0 0.577
H -1.334006 0.335520 2.855884 0.1 0.1 0.1 0.165
H -4.232889 -1.986280 3.701526 0.0 0.0 0.0 0.189
H -5.124311 -1.663701 2.202095 0.0 0.0 0.0 0.364
H -4.919843 -0.396649 3.406997 0.0 0.0 0.0 0.477
C -5.655877 1.240132 -3.668643 0.1 -0.1 0.0 -1.049
N -4.327559 1.529668 -3.171511 -0.2 -0.1 -0.1 -0.115
C -3.273794 0.693027 -3.221680 0.1 0.1 0.1 -0.193
N -3.498029 -0.534812 -3.755288 -0.2 0.0 -0.1 -0.271
S -1.797558 1.136773 -2.588258 0.1 0.0 -0.2 -0.001
H -6.327048 2.029488 -3.343121 0.0 0.0 0.0 0.342
H -6.022863 0.289902 -3.273590 0.0 0.0 0.0 0.316
H -5.676158 1.197840 -4.762375 -0.1 0.0 0.0 0.317
H -4.138868 2.419791 -2.747380 0.1 0.0 0.0 0.238
H -4.276339 -0.687826 -4.375311 0.0 0.0 0.0 0.207
H -2.691173 -1.120689 -3.876271 0.1 0.0 0.0 0.130
C 1.193831 1.887008 1.934834 -0.3 -0.4 -0.8 0.300
C 1.036195 2.006975 3.200589 -0.3 0.2 0.3 -0.486
C 0.811233 2.307449 4.479554 0.0 0.2 -0.4 -0.100
C 0.539849 3.750897 4.766743 0.1 0.0 0.0 -0.364
C -0.649502 4.366544 4.391392 -0.1 0.0 0.1 0.240
C -0.826253 5.734155 4.554586 0.0 0.1 0.0 -0.660
C 0.186517 6.509024 5.097087 0.0 0.0 0.0 -0.456
C 1.360470 5.898480 5.520186 0.1 0.0 -0.1 -0.797
C 1.534179 4.533917 5.356267 0.0 0.0 0.0 -0.092
C 0.982196 1.364012 5.586758 0.0 -0.3 0.4 0.639
C 0.755061 1.754436 6.914245 0.0 0.1 -0.2 -0.655
C 0.955496 0.878149 7.967732 0.0 -0.1 0.1 -0.836
C 1.375172 -0.422589 7.734537 0.0 0.1 0.0 -0.676
C 1.570758 -0.836135 6.422815 0.0 -0.1 0.0 -0.647
C 1.373251 0.035898 5.368032 0.0 0.1 -0.1 0.467
H -1.447120 3.769887 3.965627 0.0 0.0 0.0 0.340
H -1.758260 6.198850 4.255652 0.0 0.0 0.0 0.416
H 0.067390 7.581157 5.190005 0.0 0.0 0.1 0.392
H 2.155250 6.489985 5.957960 0.0 0.0 0.0 0.370
H 2.457974 4.064824 5.673496 0.0 0.0 0.0 0.434
H 0.421777 2.761828 7.123745 0.0 0.0 0.0 0.425
H 0.784111 1.220141 8.981358 0.0 0.0 0.0 0.386
H 1.542479 -1.103904 8.558796 0.0 0.0 0.0 0.400
H 1.883968 -1.851990 6.220294 0.0 0.0 0.0 0.349
H 1.531218 -0.303833 4.349446 0.0 0.0 0.0 0.112
```
Positions in Å, forces in eV/Å.


Number 1: energy -2733.6884 Eh. Number 2: energy -5807.5454 Eh.